# 1
This record from OMol25 describes 2 unconnected molecules or ions with the total composition CH8NO2. The level of theory is ωB97M-V with the def2-TZVPD basis set.

Values from the calculation:
Kohn-Sham gap	12.60	eV
max |F|	0.0163	Eh/bohr
energy above the lowest of the compared OMol25 structures with the same formula, charge and spin	3.5	kJ/mol
LUMO	-3.416	eV
net charge	+1

Each line ends with the Mulliken charge.
CARTESIAN COORDINATES (ANGSTROEM)
O1 -0.988 -2.031 -0.856  -0.6693
H1 0.286 -0.726 1.645  0.3704
H2 -0.643 -2.818 -1.302  0.3160
H3 -1.933 -1.985 -1.037  0.3193
N1 -0.145 -0.145 0.921  -0.2663
C1 0.933 0.827 0.442  -0.2568
O2 0.333 1.635 -0.477  -0.4699
H4 -0.506 -0.737 0.139  0.2797
H5 -0.938 0.343 1.335  0.3618
H6 1.703 0.181 0.012  0.3047
H7 1.293 1.348 1.349  0.3630
H8 0.620 2.556 -0.430  0.3476

# 2
This record from OMol25 describes 3 unconnected molecules or ions with the total composition CH8O2 in a non-equilibrium geometry. The level of theory is ωB97M-V with the def2-TZVPD basis set.

Values from the calculation:
Kohn-Sham gap (alpha / beta)	13.02 / 4.30	eV
max |F|	0.1423	Eh/bohr
expectation value of S²	0.757
energy above the lowest of the compared OMol25 structures with the same formula, charge and spin	113.9	kJ/mol
LUMO (alpha / beta)	-3.978 / -12.344	eV
net charge	+1
spin multiplicity	2

Each line ends with the Mulliken charge.
CARTESIAN COORDINATES (ANGSTROEM)
C1 -1.499 0.060 -0.679  -1.1010
H1 -2.431 0.618 -0.246  0.3474
H2 -1.957 -0.997 -0.928  0.2881
H3 -0.830 -0.065 0.046  0.2122
H4 -1.238 0.533 -1.649  0.3295
H5 1.813 -0.874 0.553  0.3978
H6 2.191 -2.001 -0.356  0.3816
O1 2.250 -1.709 0.473  -0.1727
H7 0.852 2.202 1.191  0.3912
H8 0.011 1.012 0.583  0.3291
O2 0.837 1.222 1.012  -0.4034

# 3
This record from OMol25 describes 3 unconnected molecules or ions with the total composition CH8O2S2. The level of theory is ωB97M-V with the def2-TZVPD basis set.

Values from the calculation:
SMILES	CSS.O.O
Kohn-Sham gap	9.54	eV
max |F|	0.0109	Eh/bohr
energy above the lowest of the compared OMol25 structures with the same formula, charge and spin	47.3	kJ/mol
LUMO	0.431	eV
net charge	0

Each line ends with the Mulliken charge.
CARTESIAN COORDINATES (ANGSTROEM)
C1 -1.913 -2.259 -0.598  -0.7456
S1 -0.828 -1.325 -1.694  -0.0665
S2 0.984 -2.287 -1.562  -0.2049
H1 -2.742 -1.605 -0.336  0.2707
H2 -1.446 -2.562 0.332  0.2985
H3 -2.295 -3.105 -1.147  0.2915
H4 1.573 -1.390 -0.754  0.1558
H5 2.651 0.850 2.629  0.3189
H6 3.266 2.263 2.883  0.3213
O1 2.847 1.695 2.219  -0.6404
H7 -0.848 2.459 -0.529  0.3173
H8 -0.215 3.886 -0.720  0.3207
O2 -1.033 3.380 -0.723  -0.6374

# 4
This record from OMol25 describes 3 unconnected molecules or ions with the total composition CH8O2S2. The level of theory is ωB97M-V with the def2-TZVPD basis set.

Values from the calculation:
SMILES	CSS.O.O
Kohn-Sham gap	9.51	eV
max |F|	0.0107	Eh/bohr
energy above the lowest of the compared OMol25 structures with the same formula, charge and spin	40.1	kJ/mol
LUMO	0.441	eV
net charge	0

Each line ends with the Mulliken charge.
CARTESIAN COORDINATES (ANGSTROEM)
C1 1.268 1.067 1.930  -0.7304
S1 0.695 0.959 0.214  -0.0528
S2 -1.326 1.387 0.356  -0.2219
H1 2.130 1.734 1.982  0.2748
H2 1.559 0.071 2.269  0.2640
H3 0.470 1.433 2.569  0.3032
H4 -1.683 0.170 0.801  0.1587
H5 -2.380 -2.717 -0.966  0.3233
H6 -2.133 -4.033 -0.272  0.3102
O1 -1.715 -3.179 -0.442  -0.6302
H7 1.455 -1.427 -1.534  0.3087
H8 1.763 -2.559 -2.549  0.3164
O2 1.871 -1.609 -2.382  -0.6242

# 5
This record from OMol25 describes 3 unconnected molecules or ions with the total composition CH8O2S2. The level of theory is ωB97M-V with the def2-TZVPD basis set.

Values from the calculation:
SMILES	CSS.O.O
Kohn-Sham gap	9.02	eV
max |F|	0.0126	Eh/bohr
energy above the lowest of the compared OMol25 structures with the same formula, charge and spin	49.6	kJ/mol
LUMO	0.305	eV
net charge	0

Each line ends with the Mulliken charge.
CARTESIAN COORDINATES (ANGSTROEM)
C1 0.851 0.485 1.829  -0.7119
S1 1.919 -0.932 1.478  -0.0490
S2 3.346 -0.094 0.247  -0.2064
H1 0.946 0.759 2.867  0.3065
H2 -0.206 0.237 1.640  0.2211
H3 1.123 1.311 1.182  0.2792
H4 2.508 0.064 -0.781  0.1406
H5 -2.656 1.178 -1.155  0.3139
H6 -1.684 0.898 -2.326  0.3143
O1 -2.594 1.113 -2.112  -0.6293
H7 -0.636 -1.732 -1.538  0.2975
H8 -1.931 -1.728 -0.679  0.3094
O2 -0.985 -1.560 -0.652  -0.5860

# 6
This record from OMol25 describes 4 unconnected molecules or ions with the total composition CH8O4. The level of theory is ωB97M-V with the def2-TZVPD basis set.

Values from the calculation:
SMILES	C=O.O.O.O
Kohn-Sham gap	11.09	eV
max |F|	0.0189	Eh/bohr
energy above the lowest of the compared OMol25 structures with the same formula, charge and spin	27.6	kJ/mol
LUMO	0.092	eV
net charge	0

Each line ends with the Mulliken charge.
CARTESIAN COORDINATES (ANGSTROEM)
O1 1.966 0.264 0.635  -0.4695
C1 1.743 0.912 -0.340  -0.2161
H1 1.033 1.752 -0.338  0.3014
H2 2.202 0.669 -1.313  0.3150
H3 0.274 0.340 -1.874  0.2689
H4 -1.070 -0.218 -1.829  0.3885
O2 -0.527 0.363 -2.404  -0.6220
H5 0.623 -0.126 1.939  0.3971
H6 0.290 -1.358 2.724  0.3094
O3 -0.134 -0.567 2.391  -0.6565
H7 -2.789 -0.311 -0.060  0.3075
H8 -1.644 -0.954 0.671  0.3332
O4 -1.968 -0.766 -0.204  -0.6570

# 7
This record from OMol25 describes 2 unconnected molecules or ions with the total composition CH9N3P in a non-equilibrium geometry. The level of theory is ωB97M-V with the def2-TZVPD basis set.

Values from the calculation:
Kohn-Sham gap	10.11	eV
max |F|	0.1157	Eh/bohr
energy above the lowest of the compared OMol25 structures with the same formula, charge and spin	43.0	kJ/mol
LUMO	-2.909	eV
net charge	+1

Each line ends with the Mulliken charge.
CARTESIAN COORDINATES (ANGSTROEM)
C1 -1.822 -0.270 -0.245  0.2526
N1 -3.018 -0.250 0.180  -0.3263
N2 -0.719 0.103 0.291  -0.3146
N3 1.734 -0.391 -0.105  -0.8030
P1 2.469 1.138 -0.485  -0.0287
H1 -3.275 0.207 1.106  0.2609
H2 -3.914 -0.515 -0.268  0.2703
H3 0.268 -0.283 0.046  0.4183
H4 -0.720 0.603 1.126  0.1900
H5 -1.647 -0.681 -1.276  0.2733
H6 1.896 -0.992 -0.938  0.3269
H7 2.070 -0.857 0.732  0.3087
H8 3.647 0.623 -0.969  0.0783
H9 3.034 1.565 0.804  0.0932

# 8
This record from OMol25 describes 2 unconnected molecules or ions with the total composition CH9N5O in a non-equilibrium geometry. The level of theory is ωB97M-V with the def2-TZVPD basis set.

Values from the calculation:
SMILES	[H]/N=C\N(N)O.NN
Kohn-Sham gap	9.02	eV
max |F|	0.1129	Eh/bohr
energy above the lowest of the compared OMol25 structures with the same formula, charge and spin	587.5	kJ/mol
LUMO	0.774	eV
net charge	0

Each line ends with the Mulliken charge.
CARTESIAN COORDINATES (ANGSTROEM)
N1 1.138 0.098 -0.031  0.4063
N2 1.313 0.079 -1.400  -0.6659
C1 0.349 -0.892 0.835  -0.2543
O1 1.581 1.295 0.601  -0.4857
N3 0.302 -2.121 0.516  -0.5829
H1 2.481 1.457 0.281  0.3464
H2 1.685 -0.820 -1.698  0.2590
H3 0.406 0.230 -1.856  0.2771
H4 0.101 -2.287 -0.469  0.2526
H5 0.485 -0.617 1.876  0.3530
N4 -1.534 0.207 -0.271  -0.2429
N5 -1.753 1.304 0.617  -0.6022
H6 -0.857 1.747 0.806  0.2758
H7 -2.460 -0.015 -0.638  0.2121
H8 -1.072 -0.665 -0.667  0.2231
H9 -2.164 1.000 1.498  0.2286

# 9
This record from OMol25 describes 2 unconnected molecules or ions with the total composition CH9N5O in a non-equilibrium geometry. The level of theory is ωB97M-V with the def2-TZVPD basis set.

Values from the calculation:
SMILES	[H]/N=N\NO.CNN
Kohn-Sham gap	7.31	eV
max |F|	0.0831	Eh/bohr
energy above the lowest of the compared OMol25 structures with the same formula, charge and spin	640.8	kJ/mol
LUMO	0.370	eV
net charge	0

Each line ends with the Mulliken charge.
CARTESIAN COORDINATES (ANGSTROEM)
C1 1.639 0.576 -1.212  -0.7881
N1 1.200 0.192 0.103  -0.1209
N2 0.421 0.988 0.962  -0.5528
N3 -1.466 -0.334 -0.856  0.0911
N4 -2.183 0.497 -0.340  -0.3664
H1 0.423 0.716 1.939  0.2301
H2 0.173 1.883 0.541  0.2168
H3 -2.012 0.713 0.662  0.2784
H4 1.271 1.563 -1.495  0.3081
H5 1.306 -0.189 -1.920  0.2753
H6 2.728 0.552 -1.233  0.2490
N5 -1.041 -1.653 -0.049  -0.2158
O1 -1.036 -1.561 1.371  -0.3788
H7 -1.109 -0.599 1.594  0.2354
H8 -1.425 -2.517 -0.410  0.2642
H9 1.110 -0.826 0.342  0.2743

# 10
This record from OMol25 describes 4 unconnected molecules or ions with the total composition CH9NO4 in a non-equilibrium geometry. The level of theory is ωB97M-V with the def2-TZVPD basis set.

Values from the calculation:
SMILES	NC=O.O.O.O
Kohn-Sham gap	10.66	eV
max |F|	0.0419	Eh/bohr
energy above the lowest of the compared OMol25 structures with the same formula, charge and spin	144.9	kJ/mol
LUMO	0.625	eV
net charge	0

Each line ends with the Mulliken charge.
CARTESIAN COORDINATES (ANGSTROEM)
C1 0.654 2.182 2.231  0.1035
N1 -0.163 1.263 2.841  -0.3156
O1 0.722 2.258 1.023  -0.5225
H1 1.134 2.947 2.837  0.3302
H2 -0.022 1.142 3.826  0.2135
H3 -0.608 0.524 2.328  0.2056
H4 -1.845 0.372 -0.148  0.3452
H5 -1.987 -1.050 -0.244  0.2940
O2 -2.519 -0.304 0.064  -0.6483
H6 0.194 -2.708 -4.753  0.3134
H7 1.836 -2.548 -4.398  0.3143
O3 0.917 -2.546 -4.147  -0.6220
H8 -0.029 -1.612 -0.196  0.2853
H9 1.022 -2.320 -1.190  0.3086
O4 0.619 -1.501 -0.891  -0.6051

# 11
This record from OMol25 describes 4 unconnected molecules or ions with the total composition CH9NO5 in a non-equilibrium geometry. The level of theory is ωB97M-V with the def2-TZVPD basis set.

Values from the calculation:
SMILES	NC(=O)O.O.O.O
Kohn-Sham gap	10.89	eV
max |F|	0.0380	Eh/bohr
energy above the lowest of the compared OMol25 structures with the same formula, charge and spin	98.8	kJ/mol
LUMO	0.081	eV
net charge	0

Each line ends with the Mulliken charge.
CARTESIAN COORDINATES (ANGSTROEM)
N1 0.880 -1.840 -0.897  -0.5416
C1 1.243 -0.777 -1.756  0.6553
O1 0.690 0.413 -1.452  -0.4377
O2 2.021 -0.908 -2.628  -0.4783
H1 0.132 -1.553 -0.284  0.2395
H2 1.613 -2.119 -0.270  0.2656
H3 0.154 0.379 -0.650  0.2973
H4 0.094 1.238 2.376  0.3090
H5 0.413 1.768 3.779  0.3125
O3 -0.180 1.229 3.282  -0.6283
H6 -1.024 2.253 -2.433  0.3051
H7 -1.797 1.950 -3.613  0.3151
O4 -1.937 2.081 -2.681  -0.6239
H8 -0.568 -2.138 2.361  0.2942
H9 -0.968 -0.721 2.817  0.3423
O5 -0.766 -1.254 2.049  -0.6260

# 12
This record from OMol25 describes 4 unconnected molecules or ions with the total composition CH9NO5 in a non-equilibrium geometry. The level of theory is ωB97M-V with the def2-TZVPD basis set.

Values from the calculation:
SMILES	NC(=O)O.O.O.O
Kohn-Sham gap	10.45	eV
max |F|	0.0468	Eh/bohr
energy above the lowest of the compared OMol25 structures with the same formula, charge and spin	80.3	kJ/mol
LUMO	0.426	eV
net charge	0

Each line ends with the Mulliken charge.
CARTESIAN COORDINATES (ANGSTROEM)
N1 -1.640 -0.491 -0.138  -0.2825
C1 -1.384 0.859 -0.112  0.5799
O1 -1.967 1.417 0.959  -0.4505
O2 -0.522 1.349 -0.810  -0.5793
H1 -2.299 -1.067 0.356  0.2358
H2 -1.228 -0.967 -0.927  0.2148
H3 -1.864 2.350 1.046  0.3310
H4 2.589 -0.549 -0.747  0.2799
H5 3.215 0.661 -1.588  0.3571
O3 2.861 -0.218 -1.602  -0.6104
H6 4.520 2.646 0.116  0.3092
H7 3.287 1.828 0.248  0.3192
O4 4.135 1.801 -0.220  -0.6591
H8 -2.605 -3.595 0.825  0.3095
H9 -3.895 -3.182 1.591  0.3116
O5 -3.202 -2.842 1.003  -0.6662

| no. | E_tot (eV) |
| --- | --- |
| 1 | -6745.291 |
| 2 | -5248.929 |
| 3 | -26932.025 |
| 4 | -26932.099 |
| 5 | -26932.000 |
| 6 | -9355.996 |
| 7 | -14935.134 |
| 8 | -10674.155 |
| 9 | -10673.603 |
| 10 | -10862.686 |
| 11 | -12910.918 |
| 12 | -12911.110 |